Density functional theory data (wB97M-V/def2-TZVPD) for 2 unconnected molecules or ions with the total composition C4H12 at a distorted geometry.

Computed properties:
energy relative to the best compared isomer or geometry (same formula, charge and spin)	29.6	kJ/mol
structure (SMILES)	CC.CC
gap between HOMO and LUMO	12.61	eV
LUMO	1.1	eV

Element x y z (Å)
C 1.3005 -0.5777 1.7756
C 0.9641 0.6899 2.5500
H 1.7883 -1.3129 2.4278
H 0.4330 -1.1726 1.5003
H 1.9120 -0.3811 0.9035
H 0.4508 1.4331 1.9593
H 1.8620 1.1074 3.0105
H 0.3638 0.4556 3.4333
C -0.4682 -0.1022 -2.5605
C -1.7813 0.0952 -1.8257
H -0.4435 0.4739 -3.4844
H 0.3866 0.1330 -1.9272
H -0.2629 -1.1343 -2.8576
H -2.5316 0.6456 -2.3948
H -1.6399 0.4908 -0.8240
H -2.3337 -0.8438 -1.6860

Atoms 1-6, force components in eV/Å:
-0.171 -0.655 0.674
0.248 -0.558 0.827
0.511 0.406 -0.076
-0.421 0.441 -0.473
0.111 -0.085 -0.137
-0.069 0.249 -0.160